## 1
The following is a quantum chemistry calculation of a cluster of 2 separate species, C3H6N2OS in total, from the Open Molecules 2025 dataset.

The geometry in ORCA input format:
```
! RIJCOSX wB97M-V def2-TZVPD def2/J DEFGRID3
* xyz 0 1
C 1.047 -0.972 0.214
C -3.748 -0.405 0.004
C 1.179 0.476 0.664
N -0.065 -1.450 -0.013
N -1.192 -1.706 -0.056
O -4.758 -0.264 0.541
S -2.657 0.847 -0.424
H 1.863 -1.663 0.157
H -3.535 -1.337 -0.547
H 1.550 0.454 1.707
H 0.282 0.990 0.688
H 2.032 1.058 0.057
H -3.011 1.911 0.264
*
```

Results
HOMO-LUMO gap = 9.045 eV
M = 118.2 Da

So, what does the natural (NBO) scheme give us? The charges, in e, come out as:
1. C -0.193
2. C 0.250
3. C -0.619
4. N 0.043
5. N -0.114
6. O -0.513
7. S -0.024
8. H 0.219
9. H 0.153
10. H 0.217
11. H 0.225
12. H 0.218
13. H 0.136

## 2
The following is a quantum chemistry calculation of the molecule C3H6N2OS, from the Open Molecules 2025 dataset.

The geometry in ORCA input format:
```
! RIJCOSX wB97M-V def2-TZVPD def2/J DEFGRID3
* xyz 0 1
C 1.978 -0.560 -0.171
C -1.343 1.082 0.511
C 0.555 -0.840 0.050
N -1.449 0.178 -0.522
N -0.303 -0.361 -1.042
O 2.342 0.301 -0.990
S -0.119 0.044 1.790
H 2.699 -0.842 0.648
H -0.595 1.845 0.425
H -2.199 1.353 1.047
H 0.321 -1.872 0.217
H -2.103 -0.452 -0.242
H 0.214 0.125 -1.721
*
```

Results
HOMO-LUMO gap = 8.925 eV
M = 118.2 Da
Structure (SMILES) = O=C[C@@H]1NNCS1

So, what does the natural (NBO) scheme give us? The charges, in e, come out as:
1. C 0.378
2. C -0.198
3. C -0.197
4. N -0.428
5. N -0.467
6. O -0.528
7. S -0.104
8. H 0.145
9. H 0.216
10. H 0.221
11. H 0.215
12. H 0.354
13. H 0.393

## 3
The following is a quantum chemistry calculation of the molecule C3H6N2OS, from the Open Molecules 2025 dataset.

The geometry in ORCA input format:
```
! RIJCOSX wB97M-V def2-TZVPD def2/J DEFGRID3
* xyz 0 1
C 0.071 1.510 1.478
C -0.489 -1.549 -0.594
C -0.182 0.618 -0.764
H 0.012 1.214 2.503
H -0.705 2.288 1.338
H 1.169 1.739 1.221
H -1.555 -1.590 -0.456
H -0.168 -2.477 -1.102
H 0.197 2.432 -0.645
N -0.305 0.411 0.632
N -0.011 1.733 -1.348
O -0.106 -0.464 -1.481
S 0.482 -1.149 0.830
*
```

Results
HOMO-LUMO gap = 9.341 eV
M = 118.2 Da
Structure (SMILES) = [H]/N=C1/OCSN1C

So, what does the natural (NBO) scheme give us? The charges, in e, come out as:
1. C -0.435
2. C -0.258
3. C 0.653
4. H 0.221
5. H 0.230
6. H 0.193
7. H 0.207
8. H 0.226
9. H 0.332
10. N -0.578
11. N -0.714
12. O -0.456
13. S 0.380

## 4
The following is a quantum chemistry calculation of the molecule C3H6N2OS, from the Open Molecules 2025 dataset.

The geometry in ORCA input format:
```
! RIJCOSX wB97M-V def2-TZVPD def2/J DEFGRID3
* xyz 0 1
C -2.341 0.501 0.427
C -1.777 -0.656 -0.522
C 2.579 0.477 0.184
N -1.641 1.451 0.769
N 0.625 -0.625 0.057
O 1.936 -0.730 0.393
S -0.547 -1.652 0.294
H -3.383 0.382 0.721
H -2.495 -1.465 -0.946
H -1.473 -0.168 -1.415
H 2.182 1.253 0.689
H 2.711 0.915 -0.898
H 3.625 0.317 0.246
*
```

Results
HOMO-LUMO gap (spin up / spin down) = 7.071 / 9.284 eV
M = 118.2 Da

So, what does the natural (NBO) scheme give us? The charges, in e, come out as:
1. C -0.052
2. C -0.620
3. C -0.247
4. N -0.178
5. N -0.406
6. O -0.345
7. S 0.589
8. H 0.206
9. H 0.246
10. H 0.255
11. H 0.187
12. H 0.164
13. H 0.200

The structure with the most favorable energy is 3; the runner-up is 0.0458 hartree above it.

## 1
The following is a quantum chemistry calculation of the molecule C3H6N2OS, from the Open Molecules 2025 dataset.

The geometry in ORCA input format:
```
! RIJCOSX wB97M-V def2-TZVPD def2/J DEFGRID3
* xyz 0 1
C -2.220 1.279 0.053
C -0.835 0.596 -0.213
C 2.222 -0.613 0.138
H -2.949 0.331 0.313
H -2.564 2.059 -0.544
H -2.023 1.735 0.974
H 3.377 -0.813 -0.257
H 0.283 -1.584 -0.216
H 1.570 -2.832 -0.507
N 1.790 0.483 0.606
N 1.381 -1.719 -0.161
O -0.293 0.161 -1.272
S 0.260 0.918 1.087
*
```

Results
HOMO-LUMO gap = 9.457 eV
M = 118.2 Da
Structure (SMILES) = CC(=O)S/N=C\N

So, what does the natural (NBO) scheme give us? The charges, in e, come out as:
1. C -0.680
2. C 0.300
3. C 0.336
4. H 0.236
5. H 0.245
6. H 0.217
7. H 0.200
8. H 0.422
9. H 0.424
10. N -0.710
11. N -0.883
12. O -0.598
13. S 0.491

## 2
The following is a quantum chemistry calculation of the molecule C3H6N2OS, from the Open Molecules 2025 dataset.

The geometry in ORCA input format:
```
! RIJCOSX wB97M-V def2-TZVPD def2/J DEFGRID3
* xyz 0 1
C 2.174 0.755 0.033
C 1.630 -0.628 0.173
C -1.956 -0.910 -0.206
H 2.040 1.607 0.874
H 1.809 1.327 -0.838
H 3.394 0.593 -0.134
H 2.254 -1.495 0.387
H -1.730 -1.925 -0.290
H -2.741 1.238 0.637
N 0.495 -0.975 -0.195
N -3.165 -0.631 0.129
O -3.539 0.849 0.023
S -0.664 0.194 -0.590
*
```

Results
HOMO-LUMO gap = 9.873 eV
M = 118.2 Da
Structure (SMILES) = C/C=N\S/C=N\O

So, what does the natural (NBO) scheme give us? The charges, in e, come out as:
1. C -0.729
2. C 0.109
3. C -0.139
4. H 0.258
5. H 0.238
6. H 0.235
7. H 0.197
8. H 0.230
9. H 0.448
10. N -0.553
11. N -0.117
12. O -0.587
13. S 0.409

The structure with the most favorable energy is 1; the runner-up is 0.0490 hartree above it.

## 1
The following is a quantum chemistry calculation of a cluster of 2 separate species, C4H13N2O in total, from the Open Molecules 2025 dataset.

The geometry in ORCA input format:
```
! RIJCOSX wB97M-V def2-TZVPD def2/J DEFGRID3
* xyz 2 2
C 0.143 0.586 -3.216
N -0.748 -0.236 -2.365
C -0.425 -0.080 -1.031
O -1.100 -1.015 -0.107
H -0.048 1.659 -2.990
H -0.193 0.468 -4.279
H 1.248 0.348 -3.109
H -0.805 -1.179 -2.776
H 0.677 -0.315 -0.921
H -0.652 0.914 -0.730
H -2.043 -0.778 -0.208
C 1.298 0.646 2.349
C -0.530 -0.835 2.850
N 0.297 -0.340 2.011
H 1.146 1.492 1.686
H 2.298 0.276 2.127
H 1.239 1.015 3.381
H -0.719 -0.381 3.828
H -1.091 -1.671 2.477
H 0.008 -0.576 1.021
*
```

Results
HOMO-LUMO gap (spin up / spin down) = 12.334 / 7.805 eV
M = 105.2 Da
<S²> = 0.75

So, what does the natural (NBO) scheme give us? The charges, in e, come out as:
1. C -0.518
2. N -0.093
3. C -0.009
4. O -0.699
5. H 0.277
6. H 0.293
7. H 0.309
8. H 0.454
9. H 0.269
10. H 0.246
11. H 0.518
12. C -0.448
13. C 0.143
14. N -0.410
15. H 0.226
16. H 0.261
17. H 0.263
18. H 0.249
19. H 0.227
20. H 0.443

## 2
The following is a quantum chemistry calculation of a cluster of 2 separate species, C4H13N2O in total, from the Open Molecules 2025 dataset.

The geometry in ORCA input format:
```
! RIJCOSX wB97M-V def2-TZVPD def2/J DEFGRID3
* xyz 2 2
C -2.032 1.947 -1.675
C -1.148 1.788 -0.420
O -0.759 0.732 0.098
N -0.799 2.911 0.293
H -1.862 2.794 -2.348
H -3.093 1.858 -1.415
H -0.521 2.801 1.278
H -1.065 3.862 0.029
H -1.812 1.009 -2.197
C 1.324 -2.593 1.089
C 2.721 -2.399 0.511
N 0.373 -1.903 0.116
H 0.934 -3.650 1.146
H 1.194 -2.096 2.060
H 3.590 -2.455 1.134
H 2.735 -1.297 0.167
H 0.752 -1.268 -0.594
H -0.257 -1.179 0.505
H -0.102 -2.613 -0.464
H 2.911 -2.952 -0.406
*
```

Results
HOMO-LUMO gap (spin up / spin down) = 11.207 / 5.752 eV
M = 105.2 Da
<S²> = 0.78

So, what does the natural (NBO) scheme give us? The charges, in e, come out as:
1. C -0.732
2. C 0.635
3. O -0.376
4. N -0.306
5. H 0.294
6. H 0.307
7. H 0.453
8. H 0.454
9. H 0.275
10. C -0.217
11. C -0.630
12. N -0.695
13. H 0.250
14. H 0.237
15. H 0.278
16. H 0.190
17. H 0.430
18. H 0.453
19. H 0.456
20. H 0.244

The structure with the most favorable energy is 2; the runner-up is 0.0414 hartree above it.

## 1
The following is a quantum chemistry calculation of the ion C4H9N2 with charge +1, from the Open Molecules 2025 dataset.

The geometry in ORCA input format:
```
! RIJCOSX wB97M-V def2-TZVPD def2/J DEFGRID3
* xyz 1 1
C 0.782 1.530 -0.211
C -0.510 -1.668 1.028
C -1.233 -0.772 0.029
C 0.301 -0.743 0.203
N 0.611 0.514 0.737
N 0.574 1.490 -1.470
H 1.083 2.454 0.276
H -0.735 -1.383 1.983
H -0.390 -2.824 0.973
H -1.523 -1.391 -0.969
H -1.844 0.068 0.332
H 0.980 -1.180 -0.524
H 1.191 0.808 1.475
H 0.675 2.348 -2.002
H 0.038 0.750 -1.860
*
```

Results
HOMO-LUMO gap = 10.732 eV
M = 85.1 Da
Structure (SMILES) = [NH2+]=CNC1CC1

So, what does the natural (NBO) scheme give us? The charges, in e, come out as:
1. C 0.406
2. C -0.397
3. C -0.427
4. C -0.139
5. N -0.510
6. N -0.685
7. H 0.226
8. H 0.230
9. H 0.264
10. H 0.237
11. H 0.246
12. H 0.237
13. H 0.426
14. H 0.446
15. H 0.440

## 2
The following is a quantum chemistry calculation of the ion C4H9N2 with charge +1, from the Open Molecules 2025 dataset.

The geometry in ORCA input format:
```
! RIJCOSX wB97M-V def2-TZVPD def2/J DEFGRID3
* xyz 1 1
C -0.496 1.495 1.522
C -0.149 -0.507 0.154
C -0.868 -1.717 0.508
C 1.211 0.845 -1.365
N 0.105 0.452 1.174
N 0.531 -0.357 -0.974
H -0.133 2.163 2.266
H -1.311 1.782 0.851
H -1.371 -1.742 1.532
H -0.266 -2.605 0.376
H -1.897 -1.899 -0.152
H 1.088 0.951 -2.513
H 2.197 0.721 -1.058
H 0.705 1.643 -0.673
H 0.654 -1.225 -1.649
*
```

Results
HOMO-LUMO gap = 10.694 eV
M = 85.1 Da
Structure (SMILES) = C=N/C(C)=[NH+]\C

So, what does the natural (NBO) scheme give us? The charges, in e, come out as:
1. C 0.054
2. C 0.542
3. C -0.728
4. C -0.420
5. N -0.390
6. N -0.476
7. H 0.225
8. H 0.179
9. H 0.288
10. H 0.278
11. H 0.293
12. H 0.253
13. H 0.230
14. H 0.224
15. H 0.448

The structure with the most favorable energy is 1; the runner-up is 0.0092 hartree above it.